No. 1
12 unconnected molecules or ions with the total composition C56H52F8N4. Source: OMol25; level of theory: ωB97M-V with the def2-TZVPD basis set.

Summary:
**E_HOMO (alpha / beta)**: 0.64 / -7.09 eV
**Maximum force**: 0.100 Eh/bohr
**E_tot**: -3182.93374 Eh
**Spin multiplicity**: 2
**Total charge**: -1
**Expectation value of S²**: 0.75
**Frontier orbital gap (alpha / beta)**: 1.494 / 9.166 eV
**LUMO energy (alpha / beta)**: 2.1 / 2.1 eV

Last column: Mulliken charge in e.
Cartesian coordinates (Å):
F -2.0833 -3.2469 -1.8937  0.076
C -1.0712 -3.5180 -2.7284  0.828
C 0.2288 -3.1853 -2.3946  -1.483
C 1.2309 -3.3771 -3.3104  0.180
C 0.9894 -3.9429 -4.5621  -1.276
C -0.3182 -4.3369 -4.8471  0.524
C -1.3422 -4.1002 -3.9537  -1.121
H 0.4537 -2.7791 -1.4196  0.338
H 2.2408 -3.1677 -2.9900  0.710
H 1.7908 -4.1956 -5.2404  0.184
H -0.5217 -4.5392 -5.8883  0.573
H -2.3712 -4.1774 -4.2725  0.277
F 1.5242 1.5369 -0.1943  0.118
C 2.6728 1.3731 0.4196  0.333
C 3.7698 1.9157 -0.2407  -0.749
C 5.0382 1.7323 0.4179  -0.617
C 5.1608 0.9548 1.6056  -0.572
C 4.0111 0.3791 2.1728  -0.726
C 2.8149 0.6483 1.5475  0.488
H 3.7423 2.4994 -1.1490  0.452
H 5.9525 2.0810 -0.0391  0.370
H 6.1888 0.8782 1.9277  0.396
H 4.1423 -0.0699 3.1463  0.478
H 1.9150 0.2521 1.9942  -0.030
F -2.6016 6.0496 -4.4679  -0.267
C -1.9461 5.9822 -3.2742  0.287
C -1.4190 7.1359 -2.7085  -0.519
C -0.7860 7.0848 -1.4566  -0.396
C -0.6456 5.8525 -0.7798  -0.804
C -1.2065 4.7106 -1.3656  -0.177
C -1.8230 4.7666 -2.6196  -0.406
H -1.5573 8.0822 -3.2103  0.385
H -0.4105 8.0289 -1.0905  0.381
H -0.0548 5.7101 0.1130  0.444
H -1.0714 3.7390 -0.9138  0.474
H -2.3608 3.9114 -3.0015  0.540
F 7.1396 -4.7345 -1.2484  -0.313
C 6.0120 -4.0876 -0.8661  0.241
C 4.9930 -4.7365 -0.2713  -0.357
C 3.7594 -4.0238 0.0273  -0.488
C 3.6901 -2.6450 -0.3108  -0.329
C 4.8250 -1.9375 -0.7700  -0.357
C 5.9870 -2.6563 -1.0330  -0.457
H 5.0334 -5.8004 -0.0901  0.384
H 2.8570 -4.4737 0.4142  0.402
H 2.7590 -2.1306 -0.1242  0.547
H 4.8392 -0.8599 -0.8402  0.350
H 6.8076 -2.0815 -1.4363  0.378
F 3.5598 0.7047 -5.1203  -0.301
C 2.2804 1.1581 -4.9228  0.391
C 1.5459 1.5436 -6.0421  -0.636
C 0.2795 2.1400 -5.8650  -0.672
C -0.2372 2.1932 -4.5996  -0.267
C 0.4765 1.6878 -3.4805  0.497
C 1.7670 1.2384 -3.6470  -0.878
H 1.9220 1.3575 -7.0372  0.455
H -0.3244 2.4898 -6.6892  0.490
H -1.1806 2.6995 -4.4578  0.304
H 0.1210 1.7967 -2.4665  -0.197
H 2.3094 0.8470 -2.7991  0.705
F -1.1508 -4.4052 6.8738  -0.333
C -1.3210 -4.1631 5.5965  0.201
C -0.1942 -4.1356 4.7618  -0.369
C -0.3455 -3.8698 3.3948  -0.475
C -1.6256 -3.5743 2.9163  0.105
C -2.7600 -3.6390 3.7538  -0.400
C -2.6002 -3.9599 5.0975  -0.432
H 0.7414 -4.4181 5.2214  0.470
H 0.5392 -3.8422 2.7761  0.483
H -1.7934 -3.1349 1.9441  -0.016
H -3.7337 -3.4937 3.3097  0.260
H -3.3958 -4.0078 5.8263  0.420
F 0.2132 1.8935 7.4270  -0.353
C 0.4549 1.0698 6.4239  0.584
C 1.4203 0.1387 6.6540  -0.792
C 1.5278 -0.8728 5.6940  -0.875
C 0.8847 -0.7570 4.4188  -0.431
C -0.0722 0.2603 4.2534  -0.088
C -0.2950 1.1326 5.2636  -0.744
H 1.9630 0.0508 7.5836  0.426
H 2.1360 -1.7458 5.8790  0.421
H 1.0441 -1.4153 3.5776  0.804
H -0.7090 0.4034 3.3930  0.515
H -1.0298 1.9192 5.1749  0.512
F -1.3722 5.6991 5.3529  -0.330
C -1.1943 4.9002 4.3027  0.327
C 0.0494 4.3656 4.0800  -0.676
C 0.2184 3.4951 3.0028  -0.354
C -0.8509 3.0588 2.2274  0.273
C -2.1377 3.5734 2.4667  -0.459
C -2.2792 4.6246 3.4213  -0.819
H 0.9215 4.7884 4.5567  0.438
H 1.2421 3.2074 2.8139  0.370
H -0.6567 2.3360 1.4487  0.304
H -2.8672 3.2818 1.7255  0.479
H -3.2372 5.0833 3.6172  0.405
C -4.1668 -4.1323 0.1753  -1.226
C -4.2533 -2.7427 0.5838  0.492
N -4.3366 -1.6493 0.8864  -0.374
H -3.4094 -4.2810 -0.5943  -0.069
H -5.1412 -4.4580 -0.1890  0.723
H -3.8410 -4.7778 0.9910  0.248
C -6.1332 0.4967 -1.1075  -1.439
C -4.8928 1.2120 -1.2387  0.412
N -3.9372 1.7888 -1.4334  -0.155
H -6.1104 -0.5828 -1.2568  0.332
H -6.8242 0.7545 -1.9101  0.481
H -6.5725 0.6653 -0.1244  0.284
C -1.5905 0.2375 -0.0704  -0.128
C -0.6674 -0.7491 0.4624  0.322
N 0.0511 -1.5833 0.9280  -0.271
H -2.1056 0.6087 0.8156  0.251
H -2.2637 -0.2671 -0.7633  0.375
H -1.1212 1.0335 -0.6486  -0.442
C -1.8845 -1.1051 -5.6515  -0.649
C -2.3191 -0.6954 -4.3548  -0.850
N -2.7230 -0.2592 -3.3656  0.297
H -1.6022 -0.2687 -6.2909  0.516
H -2.4556 -1.8347 -6.2256  0.773
H -0.9326 -1.6153 -5.5042  -0.341



No. 2
A molecular structure, C56H52HfIN6O3P2S. Source: OMol25; level of theory: ωB97M-V with the def2-TZVPD basis set.

Summary:
**E_HOMO**: -7.52 eV
**Maximum force**: 0.029 Eh/bohr
**E_tot**: -4146.01581 Eh
**Total charge**: +1
**Frontier orbital gap**: 5.078 eV
**LUMO energy**: -2.4 eV

Last column: Mulliken charge in e.
Cartesian coordinates (Å):
Hf 0.5430 -1.0596 -0.3320  -0.596
C 3.5625 2.3988 2.5676  -0.937
N 3.2959 1.3766 1.5510  0.820
C 2.0948 1.0713 1.0554  -0.671
N 2.2368 0.0836 0.1523  1.003
C 3.5685 -0.2883 0.0943  0.149
C 4.2395 0.5714 0.9745  0.493
C 5.6500 0.5550 1.4026  -0.725
C 6.1721 -0.6266 1.9260  0.175
C 7.4977 -0.6810 2.3273  -0.822
C 8.3127 0.4390 2.2045  -0.379
C 7.7938 1.6203 1.6920  -0.848
C 6.4643 1.6784 1.2936  0.128
C 4.1427 -1.3599 -0.6908  0.240
C 5.4739 -1.2077 -1.1715  -0.419
C 6.1794 -2.2120 -1.7538  -1.132
C 5.5841 -3.5109 -1.8359  -0.435
C 4.3162 -3.7313 -1.4331  -1.178
C 3.4366 -2.6311 -0.9567  1.403
P 0.5693 1.9129 1.4559  -0.556
C 0.0318 2.1465 -0.2709  -1.107
N 0.0422 1.2623 -1.2621  1.039
C -0.2363 1.9824 -2.4208  -0.924
C -0.4191 3.3042 -2.0881  0.640
N -0.2374 3.3877 -0.7253  0.525
C -0.3205 4.6140 0.0721  -1.052
C -0.6338 4.4931 -2.9390  -0.038
C 0.2352 4.7393 -4.0022  -0.077
C 0.0583 5.8539 -4.8071  -0.858
C -0.9859 6.7369 -4.5570  -0.454
C -1.8515 6.5008 -3.4979  -0.891
C -1.6759 5.3832 -2.6927  -0.096
C -0.3339 1.4693 -3.8103  0.333
C -1.3283 1.9792 -4.6521  0.006
C -1.4502 1.5379 -5.9569  -0.963
C -0.5980 0.5532 -6.4441  -0.607
C 0.4087 0.0590 -5.6271  -0.709
C 0.5551 0.5325 -4.3267  -0.015
C -0.6184 0.5742 1.9026  -0.885
N -0.8351 -0.5978 1.3158  1.213
C -1.5583 -1.3887 2.2020  -0.468
C -1.8205 -0.6339 3.3128  0.705
N -1.1987 0.5831 3.1116  0.614
C -1.2094 1.7063 4.0538  -1.105
C -2.5949 -0.9290 4.5328  -0.583
C -3.9343 -1.3045 4.4203  0.136
C -4.6643 -1.6281 5.5539  -0.699
C -4.0637 -1.5769 6.8068  -0.489
C -2.7332 -1.1966 6.9242  -0.868
C -2.0003 -0.8698 5.7913  -0.077
C -1.6899 -2.8520 2.0167  1.766
C -2.1190 -3.7085 3.0292  -0.483
C -2.0502 -5.0846 2.8626  -1.050
C -1.5254 -5.6415 1.7030  -1.090
C -1.0842 -4.8022 0.6907  -0.559
C -1.1916 -3.4394 0.8602  0.735
H 2.7423 2.4258 3.2778  0.328
H 4.4808 2.1422 3.0826  0.428
H 3.6763 3.3780 2.1071  0.286
H 5.5283 -1.4938 2.0279  0.445
H 7.8959 -1.6017 2.7364  0.429
H 9.3516 0.3917 2.5078  0.405
H 8.4244 2.4959 1.5990  0.403
H 6.0648 2.5998 0.8820  0.444
H 5.9434 -0.2355 -1.0629  0.515
H 7.1855 -2.0487 -2.1171  0.408
H 6.1752 -4.3399 -2.2089  0.403
H 3.8690 -4.7186 -1.4985  0.487
H 2.8250 -2.9632 -0.1094  -0.394
H -0.0918 5.4634 -0.5622  0.447
H -1.3193 4.7416 0.4883  0.282
H 0.3950 4.5749 0.8866  0.347
H 1.0504 4.0501 -4.1898  0.467
H 0.7420 6.0377 -5.6269  0.442
H -1.1249 7.6069 -5.1872  0.421
H -2.6632 7.1889 -3.2958  0.419
H -2.3700 5.1966 -1.8795  0.400
H -2.0215 2.7242 -4.2796  0.487
H -2.2137 1.9626 -6.5974  0.442
H -0.7136 0.1837 -7.4555  0.416
H 1.0961 -0.6906 -5.9993  0.458
H 1.3735 0.1846 -3.7146  0.394
H -2.0738 1.6140 4.7019  0.444
H -0.3056 1.7077 4.6604  0.327
H -1.2683 2.6418 3.5076  0.405
H -4.3897 -1.3529 3.4356  0.379
H -5.7022 -1.9253 5.4590  0.443
H -4.6308 -1.8415 7.6909  0.422
H -2.2609 -1.1625 7.8982  0.418
H -0.9511 -0.6042 5.8785  0.492
H -2.4696 -3.3179 3.9725  0.358
H -2.3840 -5.7333 3.6643  0.470
H -1.4485 -6.7163 1.5996  0.422
H -0.6285 -5.1949 -0.2101  0.491
H -0.8678 -2.8058 0.0470  -1.096
O -2.6152 1.3552 0.1047  -0.536
H -3.3995 0.9832 0.5273  0.252
H -2.9481 1.9684 -0.5603  0.329
S 1.9315 -2.4663 -2.2394  -0.425
O 0.7493 -2.9023 -1.2592  -0.208
O 1.6718 -0.9354 -2.1404  -0.478
I 1.7196 -2.2570 2.2521  -0.130
C -2.1600 -2.9591 -2.5830  -1.449
P -2.2198 -1.3634 -1.6828  2.068
C -2.8360 -0.3286 -3.0536  -1.484
C -3.8021 -1.6002 -0.7539  0.598
C -4.7666 -0.5872 -0.7041  -1.064
C -5.9204 -0.7244 0.0584  -0.550
C -6.1441 -1.8916 0.7783  -0.738
C -5.2264 -2.9268 0.6942  -0.661
C -4.0691 -2.7824 -0.0630  -0.594
H -1.8756 -3.7792 -1.9245  0.301
H -1.4056 -2.8813 -3.3685  0.425
H -3.1290 -3.1712 -3.0335  0.522
H -3.8364 -0.6591 -3.3285  0.740
H -2.1677 -0.4471 -3.9062  0.447
H -2.8536 0.7286 -2.7947  0.248
H -4.6455 0.3114 -1.2978  0.419
H -6.6500 0.0767 0.0745  0.461
H -7.0361 -1.9982 1.3842  0.437
H -5.4048 -3.8568 1.2191  0.468
H -3.3840 -3.6161 -0.1209  0.338